1.
ORCA calculation (the ωB97M-V functional and the def2-TZVPD basis) on one molecule with the formula C23H27N3O7S.

## Properties
orbital gap	9.189	eV
HOMO	-8.591	eV
ΔE to the lowest compared entry with this formula, charge and spin	1.569	eV

```
! RIJCOSX wB97M-V def2-TZVPD def2/J DEFGRID3
* xyz 0 1
C 1.63 1.82 -1.36
H 2.30 2.67 -1.43
H 1.88 1.25 -0.47
C 0.19 2.31 -1.26
N -0.75 1.24 -0.95
C -1.33 1.22 0.27
O -1.12 2.06 1.12
C -2.29 0.05 0.55
N -1.74 -1.25 0.23
C -2.44 -2.08 -0.60
O -3.51 -1.77 -1.09
C -1.82 -3.45 -0.80
H -2.19 -4.11 0.00
O -0.41 -3.46 -0.83
C 0.19 -2.70 0.12
C 1.51 -2.98 0.46
C 2.16 -2.22 1.41
C 1.48 -1.19 2.03
C 0.17 -0.88 1.69
C -0.47 -1.61 0.71
H -0.30 -0.06 2.20
S 2.25 -0.20 3.31
O 3.67 -0.39 3.22
O 1.59 -0.51 4.55
N 1.82 1.33 2.82
C 2.87 2.13 2.22
H 3.53 1.46 1.67
C 3.65 2.88 3.30
H 4.37 3.57 2.85
O 2.78 3.67 4.09
C 1.80 2.88 4.72
H 1.18 3.56 5.29
C 0.96 2.10 3.70
H 0.31 1.40 4.22
H 0.37 2.78 3.08
H 2.28 2.15 5.39
H 4.17 2.15 3.92
H 2.39 2.84 1.53
H 3.18 -2.41 1.69
H 2.00 -3.81 -0.03
H -2.16 -3.85 -1.76
H -2.56 0.11 1.60
H -3.19 0.16 -0.06
C -1.12 0.37 -2.01
C -0.28 -0.67 -2.41
C -0.67 -1.51 -3.42
C -1.91 -1.35 -4.06
C -2.73 -0.29 -3.68
C -2.33 0.56 -2.66
H -2.97 1.37 -2.36
H -3.68 -0.13 -4.15
O -2.21 -2.26 -5.01
C -3.47 -2.20 -5.62
H -4.28 -2.28 -4.88
H -3.52 -3.06 -6.30
H -3.60 -1.28 -6.20
H -0.04 -2.33 -3.73
H 0.66 -0.82 -1.91
H 0.09 3.05 -0.46
H -0.12 2.78 -2.21
H 1.77 1.20 -2.24
*
```


2.
ORCA calculation (the ωB97M-V functional and the def2-TZVPD basis) on C23H20AuCl2O4P as an isolated structure.

## Properties
orbital gap (spin up / spin down)	6.080 / 5.646	eV
HOMO (spin up / spin down)	-7.027 / -8.518	eV

```
! RIJCOSX wB97M-V def2-TZVPD def2/J DEFGRID3
* xyz 0 3
C -1.17 -1.47 1.22
C -1.02 -1.91 -0.07
C 0.43 -2.14 -0.35
H -1.83 -2.10 -0.75
C 1.17 -1.77 0.73
C 0.21 -1.33 1.85
H 0.61 -1.01 2.71
H -2.02 -1.05 1.76
H 0.81 -2.48 -1.29
H 2.26 -1.68 0.90
Au -0.04 0.19 -0.28
Cl 1.90 1.32 -0.46
P 0.12 0.35 -3.80
C 1.21 -0.71 -4.83
C 0.79 -1.43 -5.95
H -0.25 -1.38 -6.27
C 1.70 -2.21 -6.67
H 1.36 -2.76 -7.54
C 3.04 -2.27 -6.28
H 3.74 -2.88 -6.85
C 3.47 -1.56 -5.16
H 4.51 -1.61 -4.85
C 2.56 -0.79 -4.43
H 2.90 -0.25 -3.54
C -1.53 -0.08 -4.49
C -2.17 -1.21 -3.95
H -1.68 -1.78 -3.15
C -3.41 -1.62 -4.42
H -3.89 -2.50 -4.00
C -4.05 -0.89 -5.43
H -5.03 -1.20 -5.79
C -3.43 0.25 -5.96
H -3.93 0.82 -6.74
C -2.18 0.65 -5.50
H -1.70 1.53 -5.92
C 0.40 1.99 -4.56
C 1.11 2.20 -5.75
H 1.53 1.35 -6.29
C 1.27 3.49 -6.26
H 1.83 3.64 -7.19
C 0.74 4.59 -5.59
H 0.87 5.59 -5.98
C 0.03 4.39 -4.40
H -0.39 5.24 -3.86
C -0.13 3.11 -3.88
H -0.66 2.96 -2.94
O -0.84 1.29 4.06
Cl -0.07 0.14 4.08
O 1.36 0.20 4.30
O -0.71 -1.14 4.36
O 0.06 0.24 2.01
*
```


3.
ORCA calculation (the ωB97M-V functional and the def2-TZVPD basis) on one molecule with the formula C4H4N4.

## Properties
orbital gap	9.030	eV
HOMO	-10.604	eV
ΔE to the lowest compared entry with this formula, charge and spin	4.122	eV

```
! RIJCOSX wB97M-V def2-TZVPD def2/J DEFGRID3
* xyz 0 1
C -1.63 0.82 0.80
C 0.24 0.27 -0.10
C 0.52 -1.34 0.12
C 1.74 -0.55 -1.51
H -1.88 2.53 0.99
H -1.69 -0.20 1.12
H 0.45 -2.25 0.93
H 2.70 -0.74 -1.90
N -2.36 1.61 1.36
N -0.59 1.12 0.00
N 1.24 -1.81 -0.85
N 1.26 0.52 -0.98
*
```


4.
ORCA calculation (the ωB97M-V functional and the def2-TZVPD basis) on a 6-piece molecular cluster, C4H18N2O7 overall.

## Properties
orbital gap	9.918	eV
HOMO	-9.607	eV
ΔE to the lowest compared entry with this formula, charge and spin	3.268	eV

```
! RIJCOSX wB97M-V def2-TZVPD def2/J DEFGRID3
* xyz 0 1
O 0.61 0.67 1.99
C 1.02 -0.38 1.55
C -0.04 -1.35 1.21
C 0.26 -2.68 1.83
N -0.32 -1.44 -0.22
C 0.79 -1.47 -1.11
N 0.55 -1.35 -2.45
O 1.91 -1.62 -0.67
H 2.02 -0.68 1.71
H -1.10 -1.14 1.64
H 1.31 -2.91 1.72
H 0.15 -2.50 2.83
H -0.36 -3.57 1.51
H -1.37 -1.43 -0.57
H -0.18 -0.76 -2.82
H 1.20 -1.56 -3.14
H -0.32 2.41 -0.48
H 0.66 1.43 -1.13
O -0.14 1.92 -1.28
H -2.77 2.06 1.23
H -1.63 1.17 1.41
O -2.53 1.12 1.35
H 2.89 0.05 -0.63
H 3.36 0.46 -2.14
O 3.34 0.69 -1.24
H -3.10 0.68 -0.27
H -3.12 0.26 -1.88
O -3.48 0.14 -1.03
H 0.91 3.77 0.48
H -0.50 4.15 -0.08
O 0.00 3.83 0.66
*
```


5.
ORCA calculation (the ωB97M-V functional and the def2-TZVPD basis) on a 2-piece molecular cluster, C5H12N overall.

## Properties
orbital gap	10.229	eV
HOMO	-13.705	eV
ΔE to the lowest compared entry with this formula, charge and spin	2.424	eV

```
! RIJCOSX wB97M-V def2-TZVPD def2/J DEFGRID3
* xyz 1 1
C 0.05 -2.01 -1.22
C 0.75 -3.05 -0.84
N 0.29 -0.67 -0.63
H -0.81 -2.05 -1.87
H 0.61 -3.99 -1.35
H 1.53 -3.00 -0.09
H -0.04 -0.60 0.34
H 1.28 -0.40 -0.63
H -0.27 0.06 -1.07
C 0.69 1.85 1.20
C -0.78 1.63 1.15
C -1.57 1.69 0.07
H 1.30 1.05 1.62
H 1.10 2.10 0.22
H 0.93 2.71 1.84
H -1.24 1.20 2.04
H -2.51 1.16 0.00
H -1.31 2.33 -0.77
*
```


6.
ORCA calculation (the ωB97M-V functional and the def2-TZVPD basis) on one molecule with the formula C5H6O.

## Properties
orbital gap	10.711	eV
HOMO	-10.354	eV
ΔE to the lowest compared entry with this formula, charge and spin	1.818	eV

```
! RIJCOSX wB97M-V def2-TZVPD def2/J DEFGRID3
* xyz 0 1
C -1.95 0.31 -0.12
C -0.95 -0.87 -0.21
C 0.43 -0.42 0.02
C 1.55 -0.01 0.22
C 2.89 0.56 0.33
O 3.14 1.58 0.91
H -2.20 0.53 0.92
H -1.50 1.20 -0.54
H -2.88 0.13 -0.66
H -1.01 -1.36 -1.20
H -1.20 -1.65 0.52
H 3.68 -0.01 -0.20
*
```